Molecular formula: C7H11NO2S
Method: DFT, ωB97M-V with the def2-TZVPD basis set

Its orbital gap is 10.32 eV. The charge is 0. The calculated total energy is -23855.1660 eV. The calculation puts the LUMO energy at 0.026 Eh. Its SMILES is C[C@@]12CC[C@H]3C[C@@H]1N2S3(=O)=O. The energy above the lowest of the compared OMol25 structures with the same formula, charge and spin comes out at 1.752 eV. Its highest occupied orbital energy is -0.3533 Ha.

Last column: Löwdin charge in e.
Geometry (Å):
C (-1.6428, -0.4228, 2.0232)  -0.009
C (-0.6799, -0.1932, 0.8562)  -0.216
C (0.1716, 1.0241, 0.9520)  -0.167
C (1.4089, 0.8787, 0.1344)  -0.168
C (1.1952, 0.1866, -1.1843)  -0.323
C (0.9504, -1.2849, -1.0008)  -0.091
C (-0.4682, -1.2520, -0.2185)  -0.288
N (-1.3192, -0.3061, -0.8035)  -0.045
S (-0.4581, 0.6985, -1.7743)  0.659
O (-0.6042, 2.0920, -1.4542)  -0.287
O (-0.6572, 0.2446, -3.1173)  -0.277
H (-1.0781, -0.4554, 2.9278)  0.072
H (-2.1541, -1.4488, 1.9287)  0.114
H (-2.2750, 0.4513, 1.8798)  0.094
H (0.3482, 1.0813, 1.9670)  0.102
H (-0.2889, 1.9276, 0.6653)  0.104
H (1.8660, 1.8087, -0.1270)  0.117
H (2.1697, 0.3474, 0.6984)  0.129
H (1.9219, 0.5087, -1.8437)  0.113
H (1.8065, -1.8281, -0.5920)  0.123
H (0.5850, -1.8002, -1.8782)  0.107
H (-0.7977, -2.2582, -0.0390)  0.137

Forces on the atoms, in the same order (eV/Å):
-0.481 -1.317 -2.744
-1.056 -1.551 -2.475
0.171 -1.195 -0.777
1.288 -0.107 0.115
-2.233 -0.701 0.667
-1.729 -0.150 0.720
3.974 -0.214 1.328
-1.468 1.017 2.095
1.594 0.313 -0.657
-0.707 -0.074 -0.242
-0.163 0.066 -0.138
0.334 0.397 0.698
0.354 1.842 0.021
-0.721 -0.290 1.026
0.934 0.427 2.285
-1.153 0.811 -0.190
0.037 0.965 0.263
0.194 -0.347 0.048
1.333 0.248 -1.761
-0.440 0.041 0.422
0.625 0.010 -0.789
-0.689 -0.189 0.087

***

Molecular formula: C3H10NS2
Method: DFT, ωB97M-V with the def2-TZVPD basis set

Its orbital gap is 8.95 eV. The charge is +1. The calculated total energy is -26427.0263 eV. The calculation puts the LUMO energy at -0.137 Eh. Its SMILES is [NH3+][C@H](S)CCS. The energy above the lowest of the compared OMol25 structures with the same formula, charge and spin comes out at 0.523 eV. Its highest occupied orbital energy is -0.4662 Ha.

Last column: Löwdin charge in e.
Geometry (Å):
N (1.5410, -1.2598, -0.6310)  0.161
C (0.6411, -0.0689, -0.3840)  -0.662
S (1.7316, 1.3891, -0.1490)  0.850
C (-0.2285, -0.3171, 0.8413)  -0.311
C (-1.4041, 0.6534, 0.8573)  -0.519
S (-2.4400, 0.3431, -0.6378)  0.739
H (2.1432, -1.4040, 0.1929)  0.170
H (2.1526, -1.0879, -1.4411)  0.167
H (0.9905, -2.1144, -0.7963)  0.179
H (0.0139, 0.0744, -1.2658)  0.075
H (1.5848, 1.9052, -1.3652)  -0.111
H (-0.6275, -1.3340, 0.8126)  0.118
H (0.3560, -0.1911, 1.7550)  0.122
H (-1.0616, 1.6870, 0.8363)  0.069
H (-2.0178, 0.4864, 1.7397)  0.085
H (-3.3752, 1.2385, -0.3648)  -0.133

Forces on the atoms, in the same order (eV/Å):
0.081 -0.299 -0.080
0.268 0.828 0.121
-0.380 -0.462 0.251
-0.134 0.165 -0.121
-0.389 0.021 -0.353
0.439 -0.283 0.217
-0.123 -0.041 -0.305
-0.151 -0.082 0.269
0.194 0.158 0.048
0.216 -0.126 -0.005
-0.022 0.045 -0.313
0.055 -0.106 0.036
0.048 -0.084 0.033
0.041 -0.048 0.114
0.128 0.009 0.023
-0.272 0.303 0.066

***

Molecular formula: C24H25AlBrF4N2O4S
Method: DFT, ωB97M-V with the def2-TZVPD basis set

Its orbital gap is 7.66 eV. The charge is -1. The calculated total energy is -134806.9209 eV. The calculation puts the LUMO energy at 0.082 Eh. The energy above the lowest of the compared OMol25 structures with the same formula, charge and spin comes out at 2.128 eV. Its highest occupied orbital energy is -0.1990 Ha.

Last column: Löwdin charge in e.
Geometry (Å):
C (-0.0012, 5.5407, 3.5078)  -0.153
C (0.4156, 4.7206, 2.1698)  -0.366
C (0.2658, 5.5981, 0.8168)  -0.711
Br (1.7143, 6.9865, 0.6441)  0.529
Al (0.5585, 4.2665, -0.7484)  0.081
S (-0.3098, 2.1709, -0.2431)  0.373
C (-0.3136, 4.9597, -2.5092)  -0.232
O (-0.9203, 3.8209, -3.2193)  -0.230
N (-2.2735, 3.8269, -3.1499)  -0.070
O (-2.6806, 3.7765, -2.0260)  -0.016
C (2.5873, 3.9054, -1.0706)  -0.354
O (3.4428, 4.8047, -1.2728)  -0.041
N (3.0866, 2.4709, -1.1000)  0.053
C (3.8030, 2.1198, 0.1237)  -0.363
O (4.3717, 2.9558, 0.8581)  0.084
F (3.9046, 0.7437, 0.5515)  -0.002
H (-0.4095, 4.7428, 4.2435)  0.064
H (0.9109, 6.0213, 4.0108)  0.064
H (-0.8695, 6.2691, 3.3395)  0.069
H (1.5117, 4.3685, 2.2407)  0.104
H (-0.2652, 3.7867, 2.1585)  0.068
H (-0.7762, 6.0960, 0.7774)  0.057
H (-1.6150, 2.4903, 0.1689)  -0.174
H (0.5074, 5.4592, -3.1452)  0.072
H (-1.0689, 5.7993, -2.2720)  0.074
H (3.7546, 2.3304, -1.8747)  0.127
F (-1.7694, -1.2457, 2.0137)  0.059
C (-2.5855, -1.2483, 0.9479)  -0.286
C (-2.0877, -0.8805, -0.2926)  -0.037
C (-2.9330, -0.8883, -1.3976)  -0.059
C (-4.2690, -1.2534, -1.2479)  -0.115
C (-4.7593, -1.6159, 0.0034)  -0.113
C (-3.9120, -1.6191, 1.1074)  -0.029
H (-1.0480, -0.5913, -0.3888)  0.073
H (-2.5515, -0.6095, -2.3740)  0.112
H (-4.9265, -1.2541, -2.1067)  0.090
H (-5.8015, -1.8962, 0.1193)  0.105
H (-4.2744, -1.9070, 2.0876)  0.111
F (-5.0374, -3.1183, -2.9472)  0.045
C (-5.0729, -4.4365, -2.6951)  -0.270
C (-4.8091, -4.8925, -1.4127)  -0.003
C (-4.8512, -6.2583, -1.1516)  -0.079
C (-5.1459, -7.1531, -2.1779)  -0.105
C (-5.4042, -6.6839, -3.4627)  -0.091
C (-5.3731, -5.3176, -3.7223)  -0.019
H (-4.5734, -4.1821, -0.6292)  0.102
H (-4.6539, -6.6254, -0.1502)  0.105
H (-5.1741, -8.2189, -1.9740)  0.097
H (-5.6295, -7.3823, -4.2618)  0.101
H (-5.5802, -4.9341, -4.7145)  0.115
F (8.8653, -3.8895, 1.6629)  0.049
C (7.8902, -3.0238, 1.9904)  -0.297
C (7.6562, -2.7359, 3.3257)  -0.030
C (6.6503, -1.8359, 3.6643)  -0.085
C (5.8833, -1.2429, 2.6643)  -0.085
C (6.1241, -1.5435, 1.3269)  -0.074
C (7.1370, -2.4348, 0.9870)  -0.019
H (8.2578, -3.2134, 4.0905)  0.111
H (6.4637, -1.5974, 4.7060)  0.102
H (5.0961, -0.5444, 2.9292)  0.104
H (5.5232, -1.0838, 0.5500)  0.093
H (7.3443, -2.6738, -0.0496)  0.114

Forces on the atoms, in the same order (eV/Å):
0.101 -1.292 0.394
-0.167 1.172 0.426
-0.806 -1.781 0.530
-0.847 -0.304 0.407
-0.734 0.422 -0.028
-0.867 0.430 0.354
1.354 1.439 1.462
0.467 1.366 -1.012
-0.877 -1.183 1.396
0.092 0.735 -1.211
2.697 2.852 -0.144
-2.786 -3.146 0.138
1.343 -1.624 1.716
2.016 3.170 2.171
-2.562 -3.774 -2.541
-0.666 2.434 -1.679
0.706 1.352 -0.929
-1.504 -0.377 -0.843
1.473 -0.849 0.061
-1.712 0.444 -0.010
1.144 1.544 -0.491
1.833 -0.435 0.177
1.405 -0.120 -0.491
-1.455 -1.040 0.340
0.803 -1.499 -0.566
-0.428 0.078 0.358
0.062 -0.036 0.147
-0.446 0.023 -0.690
0.253 -0.107 0.009
-0.251 -0.128 0.329
0.026 0.381 0.105
0.290 0.162 -0.128
-0.024 -0.069 0.198
-0.087 0.045 0.054
0.006 0.037 0.141
0.124 0.230 0.265
0.087 0.025 0.023
0.051 0.049 -0.017
-0.155 -0.477 -0.397
-0.016 -0.771 0.117
0.040 0.127 0.184
-0.088 0.016 -0.397
0.002 -0.049 0.045
0.060 0.119 0.278
-0.025 0.092 -0.147
0.005 -0.003 -0.095
0.005 0.082 -0.093
0.005 0.112 -0.032
0.010 0.100 0.062
0.038 0.021 0.064
0.181 -0.159 -0.049
-0.647 0.579 0.208
0.143 -0.107 0.095
-0.032 -0.018 -0.393
-0.058 0.046 0.107
0.124 -0.097 0.193
0.073 -0.083 -0.088
0.001 0.012 -0.074
0.037 -0.051 -0.098
0.093 -0.060 -0.089
0.082 -0.033 0.110
0.009 -0.022 0.066

***

Molecular formula: CH4NO2S
Method: DFT, ωB97M-V with the def2-TZVPD basis set

Its orbital gap (spin up / spin down) is 8.23 / 8.23 eV. The charge is -1. The calculated total energy is -17518.7471 eV. The calculation puts the LUMO energy (spin up / spin down) at 0.151 / 0.151 Eh. The energy above the lowest of the compared OMol25 structures with the same formula, charge and spin comes out at 6.280 eV. Its highest occupied orbital energy (spin up / spin down) is -0.1519 / -0.1519 Ha.

Last column: Löwdin charge in e.
Geometry (Å):
C (0.2680, 0.0561, -0.5348)  -0.230
N (-0.3347, -0.9492, 1.8822)  -0.330
O (1.4025, 1.3418, 2.0985)  -0.650
O (1.8680, -1.6482, 0.8371)  -0.466
S (0.9361, -0.5422, 1.0724)  0.621
H (-0.4008, -0.7146, -0.8917)  0.031
H (-0.2160, 1.0851, -0.3122)  0.077
H (1.0531, 0.3130, -1.1900)  0.007
H (-0.4266, -0.2769, 2.6197)  -0.060

Forces on the atoms, in the same order (eV/Å):
-0.422 1.860 1.668
0.640 -0.548 -0.904
-0.506 -3.834 -2.462
0.031 0.819 -0.524
-1.046 3.477 3.005
-0.181 0.004 -0.126
0.388 -2.054 -0.040
1.087 -0.218 -0.954
0.008 0.494 0.336

***

Molecular formula: CH6P2
Method: DFT, ωB97M-V with the def2-TZVPD basis set

Its orbital gap (spin up / spin down) is 7.74 / 8.88 eV. The charge is 0. The calculated total energy is -19706.7076 eV. The calculation puts the LUMO energy (spin up / spin down) at -0.015 / -0.015 Eh. The energy above the lowest of the compared OMol25 structures with the same formula, charge and spin comes out at 4.114 eV. Its highest occupied orbital energy (spin up / spin down) is -0.2990 / -0.3410 Ha.

Last column: Löwdin charge in e.
Geometry (Å):
C (-0.0616, 0.2156, 0.3110)  -0.918
P (1.1520, 0.3952, -0.9992)  0.653
P (-1.5448, -0.7149, -0.1057)  0.676
H (-0.1586, 1.0571, 0.9827)  -0.032
H (1.2403, -0.5855, 1.8754)  0.113
H (2.3013, 0.4713, -0.2324)  -0.134
H (1.3036, -0.9494, -1.3113)  -0.119
H (-1.8140, 0.0960, -1.2216)  -0.114
H (-2.4182, 0.0146, 0.7012)  -0.126

Forces on the atoms, in the same order (eV/Å):
1.260 -0.265 1.247
-0.337 0.604 -0.391
0.077 -0.391 0.138
0.020 0.059 -0.044
-1.110 0.325 -0.949
0.513 0.073 0.232
0.062 -0.523 -0.139
-0.166 0.022 -0.380
-0.319 0.098 0.287

***

Molecular formula: C33H23MnN7O3S2
Method: DFT, ωB97M-V with the def2-TZVPD basis set

Its multiplicity is 2. Its orbital gap (spin up / spin down) is 5.35 / 5.31 eV. As for the expectation value of S²: 0.777. The charge is 0. The calculated total energy is -104158.4323 eV. The calculation puts the LUMO energy (spin up / spin down) at -0.056 / -0.056 Eh. The energy above the lowest of the compared OMol25 structures with the same formula, charge and spin comes out at 0.000 eV. Its highest occupied orbital energy (spin up / spin down) is -0.2524 / -0.2512 Ha.

Last column: Mulliken spin population.
Geometry (Å):
Mn (-0.5681, -0.2617, 0.3742)  1.058
C (-0.2377, -4.2305, -1.1952)  0.001
C (-0.6788, -2.9288, -0.6188)  -0.022
N (0.0323, -1.8573, -0.5867)  -0.009
N (1.2637, -1.8159, -1.1678)  -0.001
C (1.7082, -0.5741, -1.1098)  -0.007
O (1.0589, 0.4006, -0.5881)  0.009
C (3.0496, -0.2956, -1.6811)  -0.001
C (3.4705, 1.0238, -1.8145)  0.001
C (4.7313, 1.3060, -2.3167)  0.000
C (5.5816, 0.2710, -2.6779)  0.000
C (5.1664, -1.0475, -2.5407)  0.001
C (3.9043, -1.3322, -2.0477)  -0.001
C (-2.0162, -2.7218, -0.0643)  0.011
C (-3.0013, -3.7044, -0.0337)  -0.001
C (-4.2602, -3.3744, 0.4279)  0.001
C (-4.5139, -2.0724, 0.8343)  -0.002
C (-3.4780, -1.1607, 0.8010)  0.015
N (-2.2573, -1.4697, 0.3733)  -0.008
H (0.7681, -4.1292, -1.5925)  0.000
H (-0.9079, -4.5536, -1.9948)  -0.001
H (-0.2403, -5.0047, -0.4247)  -0.001
H (2.8004, 1.8185, -1.5153)  0.000
H (5.0527, 2.3343, -2.4230)  0.000
H (6.5693, 0.4907, -3.0632)  0.000
H (5.8316, -1.8559, -2.8156)  0.000
H (3.5695, -2.3531, -1.9289)  0.000
H (-2.7756, -4.7066, -0.3685)  -0.001
H (-5.0399, -4.1236, 0.4672)  0.000
H (-5.4851, -1.7740, 1.2018)  0.000
H (-3.6125, -0.1476, 1.1590)  -0.001
S (-1.7948, -1.5182, 3.4944)  0.003
C (-0.1668, -1.6251, 3.0772)  0.001
N (0.4862, -0.9891, 2.1064)  -0.011
C (1.8753, -1.0987, 2.2787)  0.003
C (2.8658, -0.3407, 1.6509)  0.005
C (4.1990, -0.5868, 1.9313)  0.000
C (4.5776, -1.5590, 2.8531)  0.000
C (3.6095, -2.2638, 3.5462)  0.000
C (2.2735, -2.0107, 3.2702)  -0.002
S (0.8734, -2.6146, 4.0929)  -0.001
H (2.5948, 0.4368, 0.9581)  0.003
H (4.9569, -0.0044, 1.4215)  0.000
H (5.6256, -1.7437, 3.0505)  0.000
H (3.8845, -2.9851, 4.3052)  0.000
O (-3.7358, 4.9392, -3.1947)  0.000
N (-3.4419, 5.2455, -2.0545)  0.000
O (-3.6971, 6.3243, -1.5548)  0.000
C (-2.8294, 4.2124, -1.1966)  -0.004
C (-2.6393, 4.5580, 0.0983)  0.003
C (-2.0640, 3.6459, 1.0283)  -0.006
C (-1.8625, 3.9304, 2.3902)  0.005
C (-1.3164, 2.9632, 3.1922)  -0.002
C (-0.9556, 1.7268, 2.6436)  0.005
N (-1.1168, 1.4440, 1.3611)  -0.027
C (-1.6811, 2.3843, 0.5669)  0.010
C (-1.9026, 2.0210, -0.8025)  0.003
N (-1.5204, 0.7669, -1.1169)  -0.020
C (-1.6810, 0.3511, -2.3592)  -0.003
C (-2.2396, 1.1656, -3.3430)  0.002
C (-2.6420, 2.4433, -3.0366)  -0.006
C (-2.4795, 2.9153, -1.7212)  0.002
H (-2.9372, 5.5420, 0.4264)  0.000
H (-2.1468, 4.8961, 2.7887)  0.000
H (-1.1565, 3.1347, 4.2470)  0.000
H (-0.5342, 0.9367, 3.2513)  -0.002
H (-1.3454, -0.6552, -2.5761)  -0.003
H (-2.3493, 0.7848, -4.3484)  0.000
H (-3.0717, 3.0774, -3.7949)  0.000

Forces on the atoms, in the same order (eV/Å):
-0.062 -0.056 0.053
0.012 -0.022 -0.011
0.079 -0.050 -0.027
0.015 0.077 0.012
0.190 -0.048 -0.129
-0.160 0.036 0.056
0.154 0.018 0.007
0.042 0.006 -0.045
-0.016 -0.011 0.016
0.019 0.018 -0.002
0.014 -0.004 -0.007
0.018 -0.006 -0.011
-0.038 0.003 -0.003
-0.134 0.067 0.065
0.051 0.016 -0.003
-0.041 0.025 0.005
-0.041 -0.023 0.008
0.030 0.026 0.026
0.023 -0.069 0.081
-0.012 -0.001 0.009
0.000 -0.008 -0.001
-0.002 -0.013 -0.007
-0.007 -0.006 -0.001
0.001 -0.003 0.005
-0.002 -0.002 -0.001
0.001 0.002 -0.001
0.000 0.004 0.006
0.018 -0.005 0.004
-0.003 0.000 0.001
0.000 0.003 -0.010
0.006 -0.010 -0.001
-0.145 -0.022 -0.020
-0.024 -0.048 0.027
0.030 0.134 0.098
0.104 -0.105 0.038
-0.061 -0.101 -0.001
0.011 0.020 -0.024
0.020 -0.004 -0.002
-0.010 -0.016 0.016
0.007 0.039 -0.057
0.014 0.013 -0.056
-0.029 0.055 0.001
-0.007 -0.002 0.000
-0.005 0.006 0.003
-0.002 0.003 0.003
0.150 0.246 0.060
-0.671 0.074 0.133
0.272 -0.150 -0.129
0.100 0.202 0.130
-0.037 -0.003 -0.156
0.067 -0.234 -0.013
0.000 0.003 0.012
-0.043 0.107 0.066
0.096 -0.121 -0.072
-0.125 0.117 -0.129
-0.020 0.093 0.161
0.031 -0.007 0.024
-0.049 -0.089 -0.238
0.023 0.029 0.132
-0.019 0.050 -0.023
0.026 -0.117 -0.179
0.084 -0.111 0.050
-0.005 0.056 -0.006
0.005 0.009 -0.003
-0.003 -0.006 -0.003
0.001 0.066 -0.022
-0.003 -0.019 0.009
-0.001 0.001 -0.004
0.063 -0.127 0.082

***

Please write out number 4 again, unchanged.
Molecular formula: CH4NO2S
Method: DFT, ωB97M-V with the def2-TZVPD basis set

Its orbital gap (spin up / spin down) is 8.23 / 8.23 eV. The charge is -1. The calculated total energy is -17518.7471 eV. The calculation puts the LUMO energy (spin up / spin down) at 0.151 / 0.151 Eh. The energy above the lowest of the compared OMol25 structures with the same formula, charge and spin comes out at 6.280 eV. Its highest occupied orbital energy (spin up / spin down) is -0.1519 / -0.1519 Ha.

Last column: Löwdin charge in e.
Geometry (Å):
C (0.2680, 0.0561, -0.5348)  -0.230
N (-0.3347, -0.9492, 1.8822)  -0.330
O (1.4025, 1.3418, 2.0985)  -0.650
O (1.8680, -1.6482, 0.8371)  -0.466
S (0.9361, -0.5422, 1.0724)  0.621
H (-0.4008, -0.7146, -0.8917)  0.031
H (-0.2160, 1.0851, -0.3122)  0.077
H (1.0531, 0.3130, -1.1900)  0.007
H (-0.4266, -0.2769, 2.6197)  -0.060

Forces on the atoms, in the same order (eV/Å):
-0.422 1.860 1.668
0.640 -0.548 -0.904
-0.506 -3.834 -2.462
0.031 0.819 -0.524
-1.046 3.477 3.005
-0.181 0.004 -0.126
0.388 -2.054 -0.040
1.087 -0.218 -0.954
0.008 0.494 0.336